1.
{
  "formula": "C78H178O39S3",
  "method": "ωB97M-V with the def2-TZVPD basis set",
  "homo_ev": -9.0,
  "symbols": ["H", "H", "C", "O", "O", "H", "C", "O", "C", "O", "O", "H", "H", "H", "H", "C", "C", "C", "H", "O", "O", "C", "H", "H", "O", "H", "H", "C", "H", "H", "H", "C", "C", "C", "H", "H", "H", "H", "H", "O", "H", "C", "H", "H", "C", "C", "H", "H", "H", "H", "C", "C", "O", "C", "C", "H", "C", "H", "H", "H", "H", "C", "H", "H", "O", "H", "H", "H", "H", "C", "C", "H", "H", "H", "H", "H", "O", "C", "H", "C", "H", "C", "O", "H", "H", "C", "S", "H", "C", "H", "H", "C", "O", "O", "H", "H", "H", "O", "O", "H", "H", "H", "C", "O", "C", "H", "O", "H", "H", "H", "S", "H", "H", "C", "H", "O", "H", "H", "H", "H", "C", "C", "H", "H", "C", "H", "H", "H", "C", "H", "H", "H", "H", "H", "H", "H", "H", "O", "H", "H", "H", "C", "O", "H", "C", "O", "O", "O", "H", "C", "H", "H", "H", "S", "H", "H", "H", "O", "C", "C", "C", "H", "C", "H", "H", "H", "C", "H", "O", "H", "C", "H", "H", "H", "H", "H", "H", "H", "H", "O", "C", "H", "H", "O", "C", "H", "H", "O", "H", "C", "C", "C", "H", "H", "H", "H", "H", "H", "H", "H", "H", "H", "H", "C", "H", "H", "C", "H", "H", "C", "H", "C", "H", "H", "H", "H", "C", "O", "H", "C", "C", "H", "C", "H", "H", "C", "C", "C", "H", "C", "C", "C", "H", "C", "H", "H", "O", "O", "H", "O", "H", "C", "H", "H", "O", "H", "H", "C", "C", "H", "H", "H", "H", "H", "C", "H", "H", "H", "H", "H", "C", "O", "H", "H", "H", "C", "H", "H", "O", "C", "O", "C", "H", "C", "O", "C", "H", "H", "H", "H", "H", "H", "H", "C", "C", "H", "C", "H", "H", "H", "H", "H", "H", "H", "C", "H", "H", "H"],
  "positions_angstrom": [[2.823, -7.147, -4.253], [6.201, 0.765, -10.735], [-0.514, 1.340, -1.713], [-1.378, -0.843, -2.334], [-2.723, 3.210, -5.618], [-3.221, 6.947, 0.096], [-3.750, 1.974, -3.965], [5.921, 0.568, 1.120], [-5.798, -2.423, -5.264], [-0.742, -0.943, 5.862], [3.305, 7.257, 5.951], [7.123, -2.907, -0.869], [-0.021, 3.125, 5.047], [-6.119, 1.297, 6.699], [-0.180, 3.204, 0.048], [1.012, -4.290, -1.469], [-5.724, -1.084, -5.986], [3.410, -4.645, -5.766], [-1.955, -8.066, -2.654], [6.091, -0.103, -8.960], [-5.074, -4.673, -6.747], [-5.236, 0.066, 4.685], [-5.880, 2.487, 3.178], [1.642, 6.136, 6.031], [-5.357, 3.044, 8.377], [-6.609, 3.981, 2.731], [3.025, -3.020, -1.185], [4.515, 0.572, -5.480], [-4.393, 5.453, -2.240], [8.646, -1.264, 1.294], [1.650, 1.854, 3.908], [1.622, 7.473, 2.132], [-6.463, 2.950, 2.393], [4.458, 8.630, 7.586], [4.889, 8.585, 8.584], [3.668, 9.295, 7.569], [-4.039, -0.121, -2.519], [3.388, 6.281, 3.678], [3.967, -0.455, -3.584], [-7.654, 2.410, 2.074], [-5.398, -2.369, -4.250], [-5.530, 3.032, 1.157], [1.324, -1.921, 1.596], [-5.037, -0.920, 5.118], [-4.076, 2.836, 10.437], [-0.842, 1.020, 2.821], [-1.352, 0.534, 7.153], [-8.440, -0.083, -0.498], [6.050, -0.099, 6.794], [-0.705, 1.361, -8.796], [1.888, 2.218, 4.908], [-2.311, -2.966, -0.293], [5.283, 8.997, 6.552], [6.389, -0.313, -2.407], [6.259, 8.103, 6.142], [6.680, -0.305, -6.537], [-1.195, 2.794, -0.061], [-3.029, 1.147, -4.250], [-2.361, 6.362, -1.403], [2.378, -4.287, 1.608], [0.181, -3.477, 4.942], [-4.768, 0.673, -2.294], [3.669, -0.912, 6.595], [-4.857, -2.236, -8.215], [-2.959, 2.157, 9.881], [-1.945, -2.578, 5.672], [4.427, 6.401, 7.416], [6.248, -1.711, 6.043], [-0.165, -5.877, -6.034], [2.285, 1.547, 0.474], [-2.336, -1.656, 0.510], [-1.594, -7.038, -4.619], [1.759, 2.488, 0.594], [-0.924, -3.433, 3.620], [-8.632, 0.739, 1.482], [2.621, -1.723, -2.420], [0.588, -0.757, -9.384], [-4.736, 5.367, -1.190], [5.437, 1.141, -5.648], [-4.559, 2.707, 7.213], [-2.599, -0.119, 6.125], [-4.278, -0.917, -6.547], [2.748, 1.257, 5.503], [5.718, -1.110, -1.922], [0.933, 8.267, 1.803], [-5.617, 4.117, -0.959], [-3.813, -1.875, 1.437], [1.645, -6.376, -1.378], [7.379, -3.286, 0.150], [-7.031, 0.802, 0.999], [-4.956, 3.225, -1.245], [-0.465, 1.369, -6.689], [-3.532, -2.486, 2.722], [-4.586, 1.047, 5.402], [6.920, 7.716, 7.016], [-0.783, -2.772, -2.947], [7.064, -1.843, -8.349], [-3.571, 5.076, -0.443], [-4.669, -0.688, 1.422], [3.722, -1.934, 5.209], [4.347, -8.178, -4.426], [1.120, -3.656, -6.404], [-3.992, 2.781, -5.210], [-0.671, 2.368, 2.363], [6.326, -0.251, -10.333], [-9.132, 0.972, -1.777], [2.101, -5.102, -5.368], [1.321, 6.491, 1.788], [-3.853, 3.380, 11.328], [2.588, 7.617, 1.718], [-0.066, -0.778, -8.099], [4.444, 1.125, -3.426], [-3.104, 5.049, -6.603], [3.427, -7.992, -3.799], [5.577, -0.837, -10.844], [6.913, -2.368, 1.089], [-2.642, -6.008, 0.449], [-4.244, -0.071, -7.251], [-1.982, 0.475, -7.949], [1.044, -4.055, -0.350], [-3.659, -3.170, -0.852], [1.092, -2.722, 2.354], [4.391, 0.751, 2.556], [-2.333, -2.095, -3.649], [-1.334, -1.886, -3.299], [7.599, 0.500, 2.435], [5.751, 1.972, 2.712], [2.130, 1.026, 1.405], [-2.491, -6.786, -0.263], [-3.519, 2.611, 7.489], [-1.931, -1.030, 7.403], [-1.522, -2.851, -1.005], [-6.479, -1.074, -6.767], [-3.823, 4.340, 8.957], [-3.073, -2.475, -7.697], [0.502, -0.983, -5.952], [0.403, 1.896, -1.711], [1.669, 7.383, 3.606], [-5.897, -0.263, -5.280], [-0.603, -7.105, -2.016], [-6.507, 4.169, -1.592], [-4.116, -2.241, -7.380], [-1.162, 1.468, -0.481], [-4.553, 3.491, 6.503], [2.238, -2.326, -1.582], [6.039, -0.176, -3.784], [-0.358, -5.486, -3.993], [1.249, -3.115, -2.154], [-4.841, 2.129, 10.734], [-0.195, -5.030, -5.330], [0.444, -0.517, -1.499], [-1.450, -1.637, 1.195], [7.046, -0.271, 5.343], [-4.492, -3.465, -6.186], [-0.507, 0.275, 2.049], [-4.489, 2.079, -5.964], [-1.021, 0.895, -5.836], [4.562, -0.501, -6.446], [4.269, -6.008, -0.876], [-4.649, 3.726, 9.367], [2.367, 6.214, 4.018], [4.069, -2.362, 1.352], [4.408, 2.405, 1.152], [0.262, 0.178, -3.189], [-4.708, 3.629, -5.155], [2.984, 5.215, 5.868], [4.606, -6.744, -2.189], [4.452, -5.940, -2.952], [5.077, -0.295, 5.089], [-3.256, 2.587, -3.213], [0.196, 3.499, 7.878], [6.799, 8.560, 5.341], [-2.142, 1.835, 11.755], [-3.720, -4.162, -1.306], [2.479, 3.155, 4.883], [7.289, -0.584, -10.611], [1.710, -4.473, 3.345], [-6.317, 0.195, 4.814], [5.199, 2.990, 0.531], [1.096, 3.201, 6.832], [6.081, -1.335, -8.257], [6.277, 0.685, -1.920], [1.129, -3.417, -4.599], [0.617, -2.003, 3.531], [4.292, -3.023, 2.178], [-1.805, 3.483, -0.685], [-4.971, 0.039, 3.599], [3.288, -3.226, 3.192], [-5.303, 4.465, 9.808], [2.682, -0.065, 4.922], [-1.705, -0.334, 6.647], [0.618, 2.528, 5.680], [1.711, -0.608, 5.199], [5.840, 7.173, 5.762], [-6.712, -2.922, -5.436], [2.842, -8.910, -3.811], [5.378, -2.099, -8.663], [5.098, -2.635, 2.747], [-4.532, -3.992, 0.894], [3.509, -4.549, -6.874], [-0.832, 3.198, 7.692], [-1.684, 4.106, -7.167], [-1.917, 0.869, 3.114], [-7.648, 1.020, 1.842], [1.991, -0.987, -6.973], [-5.284, 6.273, -0.840], [-4.607, -3.051, 0.328], [1.860, 0.983, -0.373], [0.201, -3.248, 1.883], [-2.749, 4.060, -6.789], [0.040, -4.669, -1.899], [-1.589, -6.274, -3.830], [-8.433, -0.605, -2.168], [6.926, -4.255, 0.310], [4.094, -5.422, -5.391], [-2.002, -3.800, 0.365], [-0.292, -2.772, 4.293], [3.240, -5.054, -1.078], [-5.517, 2.054, 0.670], [-1.581, -7.037, -2.494], [3.825, -0.842, 5.539], [6.076, -1.916, -6.103], [2.136, -3.792, 2.578], [2.130, -5.480, -2.847], [-1.181, 1.677, -2.531], [1.048, -4.137, -5.443], [-5.076, 1.358, 6.699], [2.547, 6.174, 5.519], [4.008, -6.824, -0.124], [-2.341, 1.315, 10.802], [4.658, 0.234, -3.995], [-8.307, 0.276, -1.504], [-3.394, 3.633, -7.553], [-0.210, -0.047, -2.195], [-7.300, 0.393, 2.671], [-4.514, 3.397, 1.438], [-2.399, -6.255, -1.607], [-7.050, 0.856, -1.616], [-6.235, -0.778, -2.658], [-6.058, 4.106, 0.323], [-2.445, -5.573, -3.890], [1.052, 1.026, -6.594], [5.100, -5.381, -0.541], [-1.596, -7.336, -0.045], [3.595, 1.788, 0.158], [1.615, 1.479, -7.447], [7.387, -0.718, -2.344], [6.903, -0.167, 1.881], [2.030, -5.396, -1.736], [-1.980, -1.512, 4.299], [-2.792, 0.362, 10.940], [1.842, -1.558, -0.844], [-1.415, 1.045, 10.248], [3.779, 3.099, 1.766], [-1.331, -1.949, 5.029], [2.843, 0.006, 3.781], [7.642, -0.737, -0.011], [-3.510, -0.781, -5.765], [-1.960, 3.789, 1.694], [8.483, -3.331, 0.144], [5.179, 1.360, 2.027], [-0.836, -1.913, -7.664], [-2.336, -0.794, -0.121], [-5.704, -0.597, -0.925], [-4.757, 0.598, 7.395], [-2.679, 6.099, -0.400], [-4.373, 1.299, -1.502], [0.557, 2.969, 8.800], [3.633, -7.741, -2.396], [5.845, -1.045, -6.732], [-4.967, 1.444, -3.471], [7.589, -1.184, 0.974], [-2.501, 2.169, 1.550], [6.204, -0.648, 5.876], [-3.492, -3.636, -5.191], [-0.953, 0.757, -7.976], [3.624, 1.164, -5.748], [4.711, -4.024, 1.753], [0.142, 1.672, 5.980], [3.528, -3.707, -5.291], [-0.866, -1.558, -4.218], [-0.644, 2.467, -6.678], [1.871, 5.326, 3.644], [-6.001, -0.048, -1.887], [1.066, -0.504, -6.749], [0.176, 4.570, 8.204], [-1.639, 2.804, 1.430], [2.870, 7.218, 7.943], [-1.073, -4.547, -5.608], [-3.894, -2.515, -1.716], [-5.619, -2.685, 0.113], [-0.135, 0.968, 3.682], [1.541, 1.333, -5.671], [6.373, -0.681, 2.752], [3.744, 7.294, 7.298], [-3.364, -7.504, -0.123], [-1.845, 5.808, 0.214], [5.641, -7.048, -2.186]]
}



2.
{
  "formula": "C6H6",
  "method": "ωB97M-V with the def2-TZVPD basis set",
  "e_above_lowest_ev": 6.986,
  "homo_ev": -9.4,
  "symbols": ["C", "H", "C", "C", "H", "H", "C", "C", "H", "H", "H", "C"],
  "positions_angstrom": [[-1.018, -0.211, 0.083], [1.771, -0.645, 0.768], [-0.619, 0.473, -1.233], [-1.916, 1.668, 1.185], [2.478, 0.231, -0.653], [-1.033, 0.048, 2.215], [0.333, -0.058, -0.548], [-1.253, 0.589, 1.326], [-1.016, 0.793, -2.135], [-1.495, -1.149, 0.275], [1.975, -1.322, -0.967], [1.794, -0.417, -0.315]]
}



3.
{
  "formula": "H9O4",
  "method": "ωB97M-V with the def2-TZVPD basis set",
  "e_above_lowest_ev": 0.984,
  "s2": 0.751,
  "multiplicity": 2,
  "homo_ev": [-3.9, -11.7],
  "symbols": ["H", "O", "H", "H", "H", "H", "O", "H", "O", "H", "O", "H", "H"],
  "positions_angstrom": [[-6.253, -4.997, -0.083], [2.100, 2.477, 0.275], [2.661, 2.251, 1.083], [1.234, 2.549, 0.878], [-5.177, -5.295, 0.879], [-0.980, 1.939, 0.212], [3.215, 0.262, -0.474], [3.566, -0.538, -0.037], [-0.254, 1.964, -0.433], [1.960, 1.453, -0.076], [-5.293, -4.942, -0.012], [3.781, 0.147, -1.262], [-0.561, 2.728, -0.949]]
}



4.
{
  "formula": "H30O15",
  "method": "ωB97M-V with the def2-TZVPD basis set",
  "e_above_lowest_ev": 5.164,
  "homo_ev": -10.6,
  "symbols": ["H", "H", "O", "H", "O", "H", "O", "H", "H", "H", "H", "O", "O", "H", "H", "H", "H", "H", "H", "H", "H", "H", "H", "H", "H", "H", "O", "O", "H", "O", "H", "O", "O", "O", "O", "H", "O", "H", "O", "H", "H", "H", "H", "H", "O"],
  "positions_angstrom": [[-2.318, -1.041, -3.005], [3.394, -2.963, 1.342], [-2.813, -1.782, -3.080], [-3.444, 2.334, 0.362], [-1.666, 0.087, -1.862], [-0.786, -0.407, -1.902], [3.174, -2.965, 0.404], [-2.207, -0.537, -1.408], [4.065, -0.224, -0.612], [-2.684, -2.500, 0.366], [-3.303, -1.738, -3.898], [3.566, -1.879, 3.954], [-4.315, 2.495, 0.443], [-1.066, -3.055, 1.492], [4.334, 1.328, -0.275], [2.705, -1.630, 4.001], [-4.118, -0.392, 0.970], [2.264, 5.049, 0.990], [-0.963, 2.835, 1.539], [-0.722, 1.842, 3.275], [-2.561, -3.308, -0.944], [-4.561, 3.234, -0.147], [1.777, -1.178, -3.270], [-5.586, -0.212, 0.675], [3.868, -2.150, 4.820], [2.512, -2.344, -3.912], [4.569, 0.592, -0.780], [-1.322, 1.120, 3.269], [1.738, 3.599, 0.749], [-3.217, -2.754, -0.398], [-1.602, -1.829, 2.180], [2.503, -1.729, -3.157], [1.602, 4.580, 0.444], [-0.789, 3.264, 0.722], [0.909, -0.650, -0.344], [-1.164, 2.785, 0.054], [3.370, 2.661, -2.386], [1.504, -0.514, 0.330], [-0.991, -2.655, 2.354], [3.873, 1.939, -2.219], [-0.607, 0.481, 3.492], [0.157, -0.089, -0.265], [2.938, 2.642, -3.239], [3.905, -3.441, -0.006], [-4.747, -0.199, 0.224]]
}



Computed max |F| (eV/A) in order:
4.2 5.6 2.7 5.4